Entry from the Open Molecules 2025 dataset: a 14-piece molecular cluster, C45H76BF2O33S4 overall at a distorted geometry (wB97M-V/def2-TZVPD).

XYZ file:
```
161
Properties=species:S:1:pos:R:3:forces:R:3
S -4.36876 -3.35017 -53.74550 -2.3251 -0.2239 0.5671
S 1.39108 -4.09019 -48.49281 0.0506 0.6934 -0.4680
S -5.83327 -7.61990 -53.86806 -0.6847 -0.7128 0.8535
S -4.23853 -1.72679 -49.90159 0.2672 0.1097 0.5551
F -0.19163 -6.71498 -50.48348 0.0004 0.5215 -0.1917
F -3.94798 -12.62526 -57.22108 0.0791 0.0121 -0.0419
O 2.59035 -6.36682 -58.29391 0.5374 0.3536 0.4092
O -5.56092 -1.61476 -58.49198 -0.9077 0.8261 0.6906
O 0.51045 -6.03594 -53.69557 -0.1111 0.0445 -0.0176
O 2.72190 -1.71636 -57.22060 0.3483 0.1703 -0.0340
O -3.83008 -2.76368 -59.37192 -0.1834 0.2072 -0.2691
O -3.93469 -2.18137 -57.20849 -0.3652 0.1886 0.2578
O 0.99450 -11.79124 -54.43467 -0.2352 0.2955 -0.0338
O -1.14497 -5.63802 -55.46250 0.1932 -0.3909 0.4101
O 2.06858 -9.86815 -53.90437 0.3576 0.2633 0.3445
O -2.35928 -6.62306 -57.06929 0.2019 -0.2622 0.1099
O 3.77975 -0.92298 -52.21749 -0.2105 0.2915 0.2599
O 0.87390 -2.96976 -57.08324 -0.5443 -0.5195 -0.0139
O -4.83703 -0.59769 -49.12717 -0.0058 -0.0391 -0.3059
O -2.97332 -8.52756 -54.93646 -0.0872 0.0429 0.2482
O -5.03927 -11.62076 -52.99953 0.1378 0.1480 0.2095
O 6.73390 -2.81655 -56.84860 0.2340 0.3274 0.1801
O 5.49784 -1.04291 -50.96582 0.4451 0.7121 -0.0651
O -5.33395 -2.36159 -53.11816 1.1245 -0.2068 -0.3894
O 1.77528 -2.72613 -59.01284 -0.3685 0.0215 -0.1120
O 2.02093 -4.74831 -52.65170 0.2777 -0.0648 0.2015
O 2.24042 -11.57094 -52.59207 0.8284 0.4914 0.3728
O 3.93404 -7.46491 -59.56305 -0.1239 -0.0569 0.4510
O -0.38962 -3.18571 -51.92268 0.2850 0.4636 0.1228
O 5.25736 -2.62830 -52.53740 -0.1708 -0.0545 -0.4836
O 5.32821 -3.56970 -55.40806 0.0090 -0.0067 0.2660
O -1.35512 -4.71091 -53.24628 -0.3522 -0.2480 -0.1280
O -4.94847 -13.86598 -53.26259 0.2029 0.3019 0.0745
O -3.28502 -12.70161 -53.94319 0.1912 -0.2102 0.4176
O -1.63665 -7.15519 -53.73788 -0.2556 0.3133 0.3819
O -7.11498 -7.04119 -53.30295 0.6648 -0.2219 -0.6655
O 2.55051 -8.61927 -58.19391 0.3398 -0.6428 0.2506
O 1.93676 -4.32592 -47.13700 0.1737 -0.3631 0.5439
O 5.09928 -4.17241 -57.57298 -0.1444 -0.1251 -0.1826
C -3.41848 -7.67018 -49.10246 0.8829 -0.5609 -0.4813
C -6.26314 -9.21172 -54.66965 -0.2041 0.9870 0.2077
C -2.29760 -6.92216 -49.41940 -0.0113 1.3348 0.3592
C -1.92661 -6.59209 -55.95189 -0.5991 0.8713 -0.6450
C -5.09032 -8.42200 -52.42837 -0.3025 0.3397 -0.0898
C -6.34243 -1.71262 -59.66383 0.2713 -0.9811 -1.0161
C -1.46626 -8.62988 -50.88919 -0.0133 0.3040 0.1224
C 2.69625 -2.11007 -59.87899 1.7283 -0.3457 -0.6079
C -2.58218 -9.40520 -50.57888 1.2350 0.3942 -0.2136
C 4.88439 -1.62227 -52.00357 -0.3292 -0.2669 0.6453
C -5.43472 -4.25710 -54.90150 1.0657 -0.2939 -0.3598
C -2.44682 -11.54367 -54.08618 0.4794 -0.3328 -0.3892
C 5.66402 -3.58990 -56.68414 -0.3507 0.0013 -0.2251
C 6.96693 -2.32674 -58.16742 0.4091 -0.1571 0.1338
C 1.68131 -11.11331 -53.70915 0.0980 -0.7520 -0.7005
C 4.33554 -8.66777 -60.17959 0.9004 -0.1599 -1.5203
C -4.29538 -4.68634 -52.51705 0.9757 0.8869 0.3667
C 4.17346 -4.34432 -55.04651 0.1484 0.0048 -0.4215
C -3.50993 -8.93027 -49.67726 -1.1973 -0.5439 0.3621
C -1.67004 -9.92696 -57.84642 0.0674 0.3396 -0.6346
C -1.33758 -7.38555 -50.29147 -0.2959 -1.1553 0.1415
C 1.51744 -6.27932 -57.36379 -1.3537 -0.8497 0.1975
C -2.88212 -10.59508 -57.68670 0.9987 -0.2734 0.1172
C -2.77536 -1.05277 -50.75309 -0.5096 -0.1403 -0.4258
C -3.28639 -2.61722 -48.65917 0.6007 -0.8665 0.8388
C -6.10710 -13.99221 -52.45834 -0.3812 -0.2064 0.4878
C 2.01623 -12.92601 -52.28626 -1.5897 -0.9825 -0.0290
C -0.33401 -4.14112 -52.63417 -0.3540 -0.9351 0.1006
C 0.89657 -5.01188 -52.95824 0.3077 0.2931 -0.2071
C 3.02044 -7.59294 -58.60021 -1.0296 0.9213 -0.5748
C 2.79614 -3.95936 -49.62678 0.5897 -0.1053 -0.0614
C -2.78253 -11.94041 -57.40520 -0.9522 -0.4745 -0.1672
C -4.46498 -12.61264 -53.36522 -0.0445 -0.2468 -0.2137
C 6.83695 -1.46780 -50.73529 0.0144 -0.5192 0.3241
C 1.88072 -2.40964 -57.72864 0.0859 0.2552 0.2870
C 0.87021 -2.82988 -55.65316 -0.3419 0.3341 -0.7027
C -0.43663 -11.92938 -57.45249 0.7786 -0.4155 0.3247
C 0.91297 -2.33219 -48.43502 0.2229 -0.1603 0.0792
C -2.61351 -2.65997 -57.01248 0.9889 -0.1989 0.3244
C -2.28860 -7.55451 -54.81838 0.4508 -0.3829 -0.2644
C 2.74145 -1.46217 -53.04738 0.9006 -0.3128 -0.3921
C 1.46483 -9.11352 -54.95007 -1.7725 0.6317 0.3721
C -4.39470 -2.22121 -58.45697 0.8682 -0.9135 -0.1177
C -0.43093 -10.57338 -57.73251 -1.1590 0.1785 0.2483
C -1.60870 -12.65736 -57.31961 -0.2352 0.6147 -0.1235
B -0.92049 -5.89946 -54.01331 0.2150 0.2165 -0.3609
H 4.86620 -8.34138 -61.08078 0.1052 0.0852 0.2265
H 1.36816 -7.24065 -56.87578 0.1436 0.0256 0.0413
H 2.45080 -2.45447 -52.70259 -0.1991 0.1367 0.1546
H 6.84913 -2.55555 -50.66115 0.2019 0.0432 -0.0406
H -1.89741 -2.01733 -57.52354 -0.0192 -0.0427 -0.1185
H -3.59078 -5.46365 -52.80016 -0.3302 -0.2579 -0.1892
H -1.45181 -11.96922 -54.20300 -0.0074 0.0796 -0.2524
H -3.84617 -3.26188 -47.97424 -0.7017 0.1096 -0.5546
H -5.90819 -13.77069 -51.40579 0.2302 0.1366 -0.1179
H -7.00556 -8.93116 -55.41476 0.0236 -0.2431 -0.1148
H -2.35562 -1.73352 -51.49479 -0.0109 -0.3987 0.3504
H 0.49027 -10.01554 -57.81522 0.0455 -0.0293 -0.1135
H -5.70669 -1.64436 -60.54786 -0.0343 0.2542 0.0258
H -1.66475 -13.72488 -57.16846 0.1904 -0.0019 0.1987
H 7.14442 -1.03377 -49.78722 -0.1214 0.0517 -0.0103
H 0.93798 -13.08504 -52.16251 0.0675 0.0843 0.2055
H 2.25925 -13.64491 -53.07068 0.5525 0.4181 -0.1892
H -2.61967 -10.38613 -51.03160 -0.4382 -0.0718 0.1393
H -6.91923 -13.33881 -52.77469 0.0554 -0.0876 -0.2166
H 0.06747 -2.32990 -47.74874 -0.0665 0.1623 -0.0839
H -4.26242 -9.05960 -52.72139 0.1988 0.2321 0.0517
H -4.35321 -9.57006 -49.43773 -0.0093 0.0698 0.0380
H 1.41705 -8.07745 -54.61442 0.9234 0.0369 -0.0431
H -2.03234 -0.77140 -50.01177 -0.0022 0.2775 -0.0814
H -4.11579 -7.29140 -48.37122 -0.1986 -0.0903 -0.1033
H 3.76195 -3.89863 -54.15125 0.2009 -0.0881 0.1361
H -5.60091 -3.61739 -55.76481 -0.2921 0.1019 0.1347
H -6.80704 -2.70046 -59.72066 -0.0342 0.0131 0.1674
H -2.19121 -5.93956 -48.96921 0.2397 -0.0628 -0.0509
H -2.73814 -11.03271 -54.99715 0.0560 0.3515 0.1861
H 1.67999 -3.43237 -55.25460 -0.0599 0.1432 0.3633
H 2.69288 -3.08944 -50.27237 -0.1811 -0.2291 -0.2584
H -3.80113 -4.15277 -51.69826 -0.1342 -0.2038 0.1931
H -5.28308 -5.00147 -52.19153 -0.1078 -0.0693 -0.3220
H 1.73856 -1.78074 -47.98362 0.0543 -0.0993 0.0331
H -5.37589 -9.66306 -55.10515 0.0270 0.0239 0.0008
H -7.12989 -0.96860 -59.68639 0.2197 0.2692 0.3880
H -3.16923 -0.23173 -51.35261 0.0667 0.2807 0.3674
H 7.51069 -3.04584 -58.78143 -0.1184 -0.1589 0.0781
H -2.54158 -3.28088 -49.10937 0.0856 0.2692 -0.2002
H 0.58469 -6.07541 -57.89221 0.1273 0.1281 -0.2340
H -0.11571 -3.18026 -55.36100 0.1073 -0.2072 0.1534
H -0.67555 -8.94972 -51.55562 -0.0945 -0.1528 -0.0438
H 7.52656 -1.14234 -51.51396 -0.1931 0.0160 -0.1519
H 0.50908 -12.42248 -57.25755 -0.0133 -0.0730 -0.2217
H -2.40530 -2.62889 -55.94427 -0.3133 0.2811 0.0490
H -2.81577 -1.92859 -47.95185 0.1855 0.3818 -0.5259
H 0.95406 -1.77212 -55.41241 0.2573 -0.0630 0.2461
H 0.65797 -1.88370 -49.39415 -0.1336 -0.2995 -0.1008
H -6.68930 -9.82025 -53.87866 -0.0927 -0.2028 -0.1640
H -6.32874 -4.61219 -54.39444 -0.0966 0.2904 0.0652
H 0.38557 -9.30954 -54.97603 0.1518 -0.6747 -0.3381
H -6.38347 -15.04266 -52.51079 -0.1396 0.0737 -0.1882
H 2.49834 -13.19476 -51.35380 0.3125 0.3680 -0.0297
H 3.75552 -3.87467 -49.11026 -0.3467 0.2676 0.5690
H 3.13899 -1.56250 -54.06080 -0.2461 0.1263 -0.0707
H 3.45533 -4.30727 -55.86389 0.0367 -0.0878 -0.0160
H -2.43146 -3.69550 -57.30130 -0.4392 0.0300 -0.4039
H -4.86836 -5.12927 -55.24594 -0.0232 0.0073 -0.0354
H 6.03457 -2.06803 -58.66308 -0.0002 0.1225 0.0658
H 4.47967 -5.37519 -54.88153 -0.1034 -0.0437 0.1312
H 2.80241 -2.73738 -60.76497 -0.6505 0.1085 -0.0624
H 5.05312 -9.24777 -59.60087 -0.3383 -0.0244 0.3433
H 1.58533 -5.52644 -56.58356 0.8491 0.2266 -0.3049
H 2.46887 -1.07956 -60.14694 -0.4025 -0.0617 0.1467
H 3.53029 -9.28102 -60.58588 -0.2996 0.0344 0.6876
H 2.89786 -4.89197 -50.17916 -0.3983 0.1605 -0.3050
H 1.94637 -0.72732 -52.99197 -0.1359 -0.1579 -0.0653
H -5.86079 -9.02874 -51.95235 -0.1190 -0.0166 -0.1784
H -4.85289 -7.61585 -51.73677 0.4389 -0.0730 -0.0716
H -2.38547 -10.87907 -53.22650 -0.6790 -0.0456 0.0888
H -1.72650 -8.89168 -58.16319 0.1676 0.0940 0.3005
H -3.84087 -10.10849 -57.77601 -0.0080 0.0468 0.0317
H 7.61353 -1.46942 -57.99539 -0.1662 0.1543 -0.2661
H 3.71731 -2.13683 -59.48342 -0.2711 0.1640 0.4450
H 1.89649 -9.22719 -55.93886 0.3175 -0.2457 0.1647
```
Forces are in eV/Å.

Summary:
LUMO	2.02	eV
strongest force on any atom	0.04675	hartree/bohr
total charge	-1
electronic energy	-164922.9752	eV
HOMO	-0.249	Eh